w | DFT (wB97M-V/def2-TZVPD) results for a single C4H7FN2O molecule.

Calculated values
net charge: 0
SMILES: [H]/N=C(/C=C(\C)F)NO

The geometry in XYZ format:
```
15
C4H7FN2O wB97M-V/def2-TZVPD
H 0.91572 2.16043 1.86822
N -0.04768 1.90704 1.54206
C 0.04253 1.06864 0.56485
C -1.20922 0.55422 -0.07755
C -1.44436 -0.66132 -0.62670
C -0.53217 -1.75752 -0.88977
F -2.71838 -0.92054 -1.05816
N 1.30179 0.39340 0.16212
O 2.35966 1.17469 0.59500
H -2.02553 1.24544 -0.01839
H -0.74560 -2.64032 -0.07874
H -0.50678 -2.25392 -1.96925
H 0.61000 -1.29999 -0.70854
H 1.37599 0.27921 -0.83869
H 2.62404 0.75052 1.53354
```



x | DFT (wB97M-V/def2-TZVPD) results for a single C4H7FN2O molecule.

Calculated values
net charge: 0
SMILES: [H]/N=C/N/C(=C\F)OC

The geometry in XYZ format:
```
15
C4H7FN2O wB97M-V/def2-TZVPD
H -3.44624 -0.35170 0.30589
N -2.42839 -0.16343 0.30752
C -1.83080 -1.20713 -0.09765
N -0.46612 -1.30758 -0.22755
C 0.43887 -0.31559 -0.07337
C 1.80830 -0.54390 0.03942
F 2.23220 -1.84210 0.14687
O -0.05571 0.91072 -0.29077
C 0.74774 2.02078 0.05794
H -2.33288 -2.18961 -0.27950
H -0.10917 -2.27608 -0.25779
H 2.61990 0.18532 -0.03767
H 0.06724 2.87612 -0.00321
H 1.56824 2.29180 -0.64835
H 1.18681 1.91238 1.05820
```



y | DFT (wB97M-V/def2-TZVPD) results for a single C4H7FN2O molecule.

Calculated values
net charge: 0
SMILES: F/N=C1/NCCCO1

The geometry in XYZ format:
```
15
C4H7FN2O wB97M-V/def2-TZVPD
F 4.44560 -0.28271 0.08470
N 3.58287 0.86087 0.10133
C 2.14854 0.31922 0.00666
N 1.15969 1.22744 -0.08840
C -0.27860 0.98838 -0.14379
C -0.44794 -0.37953 0.44833
C 0.54236 -1.37524 -0.20526
O 1.93885 -1.00579 -0.08598
H 1.48835 2.14427 -0.30832
H -0.56848 1.27843 -1.25814
H -0.60930 1.70977 0.74860
H -0.04213 -0.36721 1.43851
H -1.38360 -0.85667 0.40363
H 0.64840 -2.33887 0.23448
H 0.18264 -1.43212 -1.30811
```



Short version: x is the most stable of them.